# 1
{
  "formula": "C41H48BrClN5O4S2W",
  "method": "ωB97M-V/def2-TZVPD",
  "charge": 1,
  "e_above_lowest_kcal_mol": 19.42,
  "spin_multiplicity": 3,
  "s2": 2.015,
  "elements": ["W", "S", "C", "C", "C", "C", "C", "C", "N", "C", "C", "C", "C", "C", "C", "C", "H", "H", "H", "H", "H", "H", "H", "H", "C", "C", "C", "C", "C", "C", "C", "Br", "C", "O", "C", "C", "C", "C", "C", "C", "H", "H", "H", "H", "H", "H", "H", "H", "H", "H", "H", "H", "H", "H", "H", "H", "H", "H", "H", "H", "Cl", "C", "C", "C", "C", "C", "C", "C", "O", "O", "H", "H", "H", "H", "C", "S", "C", "O", "H", "H", "H", "H", "H", "H", "C", "C", "C", "C", "N", "C", "N", "N", "N", "H", "H", "H", "H", "H", "H", "H", "H", "H", "H"],
  "coordinates": [[0.48993, -0.70034, 1.63020], [0.53007, 0.03757, 6.21214], [-0.60420, -1.25285, 5.96921], [-1.31811, -1.95248, 6.93611], [-2.12670, -2.98663, 6.51532], [-2.21487, -3.31455, 5.15950], [-1.51236, -2.61338, 4.20063], [-0.69824, -1.55591, 4.61068], [0.10710, -0.73724, 3.80752], [0.81330, 0.10290, 4.52325], [1.78206, 0.94064, 3.85476], [2.59184, 1.86750, 4.50754], [3.50052, 2.60072, 3.76825], [3.57729, 2.41177, 2.39284], [2.75145, 1.49681, 1.75727], [1.83501, 0.72252, 2.47301], [-1.23465, -1.69741, 7.98496], [-2.69415, -3.55323, 7.24200], [-2.84926, -4.13724, 4.85499], [-1.60196, -2.86302, 3.15763], [2.52141, 2.01933, 5.57972], [4.13945, 3.32637, 4.25473], [4.27050, 3.00915, 1.81156], [2.78280, 1.44321, 0.67477], [-1.01045, 4.82613, -4.40058], [0.22809, 4.93583, -3.49836], [0.17468, 6.27501, -2.76307], [1.49368, 4.91095, -4.36782], [0.24842, 3.75107, -2.53503], [0.16329, 3.88597, -1.16513], [0.19356, 2.77317, -0.33479], [0.03049, 3.18767, 1.52238], [0.30488, 1.46252, -0.82757], [0.37309, 0.39746, -0.02901], [0.31845, 1.30495, -2.24187], [0.32308, 2.45088, -3.02538], [0.31511, -0.03089, -3.02265], [-0.03609, -1.27887, -2.21438], [-0.73166, 0.02843, -4.15237], [1.70846, -0.23016, -3.64571], [-1.04166, 5.66276, -5.10276], [-1.92701, 4.84520, -3.80607], [-1.00315, 3.90195, -4.98232], [0.17756, 7.08949, -3.48933], [1.03792, 6.41239, -2.10744], [-0.73418, 6.37217, -2.16376], [1.49691, 5.76391, -5.04997], [1.55149, 4.00397, -4.97297], [2.39260, 4.96424, -3.74984], [0.07789, 4.86033, -0.70495], [0.36657, 2.32175, -4.09756], [-1.01936, -1.20571, -1.75078], [0.66577, -1.48488, -1.41565], [-0.05267, -2.13780, -2.89210], [-1.73256, 0.17737, -3.74244], [-0.73015, -0.91952, -4.69564], [-0.54086, 0.81827, -4.87795], [2.48124, -0.24342, -2.87252], [1.95959, 0.57351, -4.33934], [1.74711, -1.17488, -4.19588], [0.54914, -9.21982, 0.82651], [0.47821, -7.49728, 0.97445], [-0.21032, -6.76354, 0.01887], [-0.26505, -5.38729, 0.14162], [0.36616, -4.75703, 1.20979], [1.05022, -5.50611, 2.16186], [1.10826, -6.88379, 2.04697], [0.30048, -3.29514, 1.33098], [0.89784, -2.70542, 2.29782], [-0.33304, -2.58336, 0.51527], [-0.69607, -7.27255, -0.80223], [-0.79946, -4.78854, -0.58434], [1.53002, -5.00503, 2.99165], [1.63202, -7.48471, 2.77766], [4.82756, -1.05000, 0.71254], [3.33821, -0.93347, -0.27123], [3.64439, -2.32187, -1.35261], [2.25678, -1.48249, 0.65633], [4.86238, -2.03771, 1.17004], [4.77370, -0.27494, 1.47361], [5.68892, -0.88531, 0.06429], [4.42460, -2.03828, -2.06073], [2.71629, -2.50972, -1.88827], [3.93384, -3.19405, -0.76879], [-4.25329, -0.41855, -1.89972], [-4.52505, 0.97979, -1.35825], [-3.48038, 1.98729, -1.83183], [-4.67805, 0.97571, 0.16203], [-3.48412, 0.51135, 0.87632], [-2.33993, 1.12233, 1.09924], [-1.57319, 0.29093, 1.77859], [-2.28775, -0.84419, 1.93342], [-3.42350, -0.72963, 1.37461], [-4.22159, -0.40250, -2.99001], [-5.02170, -1.12980, -1.59160], [-3.28655, -0.79592, -1.55043], [-5.49919, 1.31857, -1.72312], [-2.46221, 1.68248, -1.57347], [-3.65619, 2.98510, -1.41920], [-3.51113, 2.07345, -2.91907], [-5.47005, 0.30064, 0.47792], [-4.90710, 1.97389, 0.53283], [-2.10243, 2.13109, 0.81174]],
  "forces_ev_per_a": [[0.7, 0.6, -0.4], [0.0, 0.1, 0.1], [0.1, 0.0, 0.0], [0.0, 0.0, 0.1], [0.0, 0.0, 0.1], [0.0, 0.0, -0.1], [0.0, 0.0, 0.1], [-0.1, -0.1, -0.1], [0.0, -0.2, -0.3], [0.0, 0.0, 0.2], [0.1, 0.0, 0.0], [0.0, 0.0, 0.0], [0.0, 0.1, 0.1], [0.0, 0.0, -0.1], [0.1, 0.1, 0.1], [-0.1, 0.0, -0.1], [0.0, 0.0, 0.0], [0.0, 0.0, 0.0], [0.0, 0.0, 0.0], [0.0, 0.0, 0.0], [0.0, 0.0, 0.0], [0.0, 0.0, 0.0], [0.0, 0.0, 0.0], [0.0, 0.0, 0.0], [0.0, 0.0, 0.0], [0.0, 0.0, 0.0], [0.0, 0.0, 0.0], [0.0, 0.0, 0.0], [0.0, 0.0, -0.1], [0.0, 0.1, 0.1], [0.0, 0.1, -0.1], [0.1, 0.2, 0.0], [0.0, -0.1, -0.1], [0.1, -0.4, 0.6], [-0.1, 0.0, 0.0], [0.0, 0.0, 0.0], [0.1, 0.0, 0.0], [0.1, 0.0, 0.0], [0.1, 0.0, 0.0], [0.0, 0.0, 0.0], [0.0, 0.0, 0.0], [0.0, 0.0, 0.0], [0.0, 0.0, 0.0], [0.0, 0.0, 0.0], [0.0, 0.0, 0.0], [0.0, 0.0, 0.0], [0.0, 0.0, 0.0], [0.0, 0.0, 0.0], [0.0, 0.0, 0.0], [0.0, 0.0, 0.0], [0.0, 0.0, 0.0], [0.0, 0.0, 0.0], [0.1, 0.0, 0.0], [0.0, 0.0, 0.0], [0.0, 0.0, 0.0], [0.0, 0.0, 0.0], [0.0, -0.1, 0.0], [0.0, 0.0, 0.0], [0.0, 0.0, 0.0], [0.0, 0.0, 0.0], [0.0, 0.0, 0.0], [0.0, -0.1, 0.0], [0.0, 0.0, 0.0], [0.0, 0.0, 0.0], [0.0, -0.1, 0.0], [0.0, -0.1, 0.0], [0.0, 0.0, 0.0], [0.0, 0.0, 0.1], [-0.2, 0.4, 0.1], [-0.2, 0.4, 0.0], [0.0, 0.0, 0.0], [0.0, 0.0, 0.0], [0.0, 0.0, 0.0], [0.0, 0.0, 0.0], [0.0, 0.1, 0.0], [0.1, -0.1, 0.0], [-0.1, 0.0, -0.1], [-0.1, -0.1, 0.1], [0.0, 0.0, 0.0], [0.0, 0.0, 0.0], [0.0, 0.0, 0.0], [0.0, 0.0, 0.0], [0.0, 0.0, 0.0], [0.0, 0.0, 0.0], [0.1, 0.0, 0.0], [0.1, 0.1, 0.0], [0.0, 0.0, -0.1], [-0.1, 0.0, 0.1], [-0.5, -0.1, -0.4], [0.4, 0.3, 0.2], [0.4, -0.9, 0.0], [-0.4, 0.0, -0.2], [-0.2, -0.1, 0.3], [0.0, 0.0, 0.0], [0.0, 0.0, 0.0], [-0.1, 0.0, 0.0], [0.0, 0.0, 0.0], [0.0, 0.0, 0.0], [0.0, 0.0, 0.0], [0.0, 0.0, 0.0], [0.0, 0.0, 0.0], [0.0, 0.0, 0.0], [0.0, -0.1, 0.0]]
}

# 2
{
  "formula": "C41H48BrClN5O4S2W",
  "method": "ωB97M-V/def2-TZVPD",
  "charge": 1,
  "e_above_lowest_kcal_mol": 21.76,
  "spin_multiplicity": 3,
  "s2": 2.015,
  "elements": ["W", "S", "C", "C", "C", "C", "C", "C", "N", "C", "C", "C", "C", "C", "C", "C", "H", "H", "H", "H", "H", "H", "H", "H", "C", "C", "C", "C", "C", "C", "C", "Br", "C", "O", "C", "C", "C", "C", "C", "C", "H", "H", "H", "H", "H", "H", "H", "H", "H", "H", "H", "H", "H", "H", "H", "H", "H", "H", "H", "H", "Cl", "C", "C", "C", "C", "C", "C", "C", "O", "O", "H", "H", "H", "H", "C", "S", "C", "O", "H", "H", "H", "H", "H", "H", "C", "C", "C", "C", "N", "C", "N", "N", "N", "H", "H", "H", "H", "H", "H", "H", "H", "H", "H"],
  "coordinates": [[0.26838, -0.16572, -0.92991], [1.92146, 1.37821, 3.08886], [0.19921, 1.55462, 3.19229], [-0.53909, 1.99070, 4.28745], [-1.90598, 2.10192, 4.14160], [-2.51063, 1.79325, 2.91802], [-1.77273, 1.35399, 1.83591], [-0.39025, 1.21410, 1.97672], [0.54760, 0.78676, 1.01102], [1.77001, 0.86115, 1.47044], [2.85197, 0.50847, 0.57926], [4.20342, 0.60465, 0.90629], [5.15034, 0.22803, -0.02299], [4.73280, -0.24249, -1.26836], [3.38457, -0.32607, -1.57231], [2.40087, 0.05468, -0.65566], [-0.04955, 2.24008, 5.22149], [-2.50900, 2.44057, 4.97538], [-3.58322, 1.90384, 2.80921], [-2.26013, 1.14211, 0.89827], [4.50671, 0.97097, 1.88193], [6.20585, 0.29217, 0.21075], [5.47036, -0.54861, -2.00195], [3.08930, -0.69250, -2.54881], [-6.87377, -0.76369, 0.31542], [-6.47921, -0.36322, -1.10951], [-7.44949, -1.03815, -2.09160], [-6.60770, 1.16191, -1.24630], [-5.03337, -0.74748, -1.42443], [-4.11437, -1.04515, -0.42810], [-2.80729, -1.25469, -0.80540], [-1.48350, -1.68421, 0.54335], [-2.29241, -1.13577, -2.09097], [-0.97128, -1.16765, -2.29204], [-3.24813, -0.99584, -3.11985], [-4.57003, -0.77402, -2.74441], [-2.83680, -1.14905, -4.59708], [-4.04505, -1.07327, -5.53444], [-1.83182, -0.06717, -5.03277], [-2.20804, -2.54223, -4.77592], [-7.93101, -0.54358, 0.47577], [-6.30813, -0.20255, 1.06485], [-6.72136, -1.83323, 0.48909], [-8.47905, -0.88695, -1.75856], [-7.26515, -2.11396, -2.15151], [-7.37050, -0.61745, -3.09694], [-7.63336, 1.47708, -1.02805], [-6.35949, 1.48643, -2.26163], [-5.93302, 1.67646, -0.55500], [-4.39440, -1.12402, 0.61407], [-5.29378, -0.60838, -3.53143], [-4.51443, -0.08621, -5.51054], [-4.79707, -1.82654, -5.28769], [-3.71375, -1.25672, -6.55969], [-2.33541, 0.89119, -5.18705], [-1.37899, -0.35625, -5.98746], [-1.03864, 0.06426, -4.29995], [-2.93091, -3.32248, -4.52385], [-1.33695, -2.66327, -4.13116], [-1.89753, -2.68305, -5.81590], [-5.70982, 5.60442, -3.34917], [-4.34691, 4.70574, -2.77318], [-4.11771, 3.42867, -3.26315], [-3.04645, 2.70145, -2.77175], [-2.19057, 3.26140, -1.83087], [-2.41768, 4.54861, -1.36552], [-3.50781, 5.27004, -1.82418], [-1.04937, 2.46063, -1.32108], [0.05481, 2.95638, -1.15099], [-1.30211, 1.20394, -1.06275], [-4.78222, 3.00589, -4.00755], [-2.87196, 1.69025, -3.11423], [-1.74591, 4.98230, -0.63376], [-3.71181, 6.26526, -1.44955], [2.13231, 1.42925, -4.97552], [1.31576, 2.00090, -3.49854], [2.76380, 2.66095, -2.68780], [0.92470, 0.65303, -2.86285], [2.89420, 0.70286, -4.69547], [2.57293, 2.29049, -5.48210], [1.37236, 0.97172, -5.60880], [2.95786, 3.62278, -3.16913], [3.60860, 1.98351, -2.80021], [2.51093, 2.81642, -1.64622], [4.61016, -4.39246, -2.92466], [3.37031, -4.84154, -3.69594], [2.99766, -3.83083, -4.77951], [2.20675, -5.14577, -2.75021], [1.81227, -3.98591, -1.93931], [1.14372, -2.89981, -2.28928], [1.11347, -2.11266, -1.25490], [1.77024, -2.73844, -0.24018], [2.18547, -3.87091, -0.64681], [5.42571, -4.17678, -3.61754], [4.95312, -5.16137, -2.22943], [4.41191, -3.48176, -2.34966], [3.58739, -5.79583, -4.18272], [2.87621, -2.82429, -4.36357], [2.07628, -4.10895, -5.30061], [3.79413, -3.77320, -5.52276], [2.49363, -5.91545, -2.03885], [1.33098, -5.48506, -3.29967], [0.69133, -2.70467, -3.24760]],
  "forces_ev_per_a": [[-1.2, 0.7, -1.3], [0.2, 0.1, 0.2], [0.1, 0.0, 0.0], [0.0, 0.0, 0.1], [0.0, 0.0, 0.0], [0.0, 0.0, 0.0], [-0.1, 0.0, 0.0], [-0.1, 0.1, -0.2], [-0.6, 0.0, 0.0], [0.4, 0.1, 0.2], [0.0, 0.1, 0.2], [0.1, 0.1, 0.1], [0.1, 0.0, 0.0], [0.0, 0.0, 0.0], [0.1, 0.0, 0.0], [0.0, -0.1, -0.1], [0.0, 0.0, -0.1], [0.0, 0.0, -0.1], [0.1, 0.0, 0.0], [0.0, 0.0, 0.0], [0.0, 0.0, 0.0], [-0.1, 0.0, 0.0], [0.0, 0.0, 0.0], [0.0, 0.0, 0.0], [0.0, 0.0, 0.0], [0.0, 0.0, 0.0], [0.0, 0.0, 0.0], [0.0, 0.1, 0.0], [0.0, 0.0, -0.1], [0.0, -0.1, 0.0], [0.2, 0.0, 0.2], [0.1, 0.2, -0.2], [-0.1, -0.1, 0.1], [0.1, 0.2, 0.0], [0.1, 0.0, -0.2], [0.0, 0.0, 0.0], [0.0, 0.1, 0.1], [0.0, 0.0, 0.0], [0.0, 0.0, 0.0], [0.0, 0.0, 0.0], [0.1, 0.0, 0.0], [0.0, -0.1, 0.0], [0.0, 0.1, 0.0], [0.1, 0.0, 0.0], [0.0, 0.1, 0.0], [0.0, -0.1, 0.1], [0.1, 0.0, 0.0], [0.0, 0.0, 0.1], [0.0, 0.0, -0.1], [0.0, 0.0, -0.1], [0.0, 0.0, 0.1], [0.0, -0.1, 0.0], [0.0, 0.0, 0.0], [0.0, 0.0, 0.0], [0.0, 0.0, 0.0], [-0.1, 0.0, 0.0], [0.0, 0.0, 0.0], [0.0, 0.0, 0.0], [0.0, 0.0, 0.0], [0.0, 0.0, 0.1], [0.0, 0.0, 0.0], [0.0, -0.1, 0.0], [0.0, -0.1, 0.0], [-0.1, 0.0, 0.0], [-0.3, -0.2, 0.0], [0.1, 0.1, 0.0], [0.0, 0.1, 0.0], [0.1, -0.1, 0.4], [0.4, 0.2, 0.0], [0.5, 0.0, -0.3], [0.0, 0.0, 0.0], [0.0, 0.0, 0.0], [0.0, 0.0, 0.0], [0.0, -0.1, 0.0], [-0.1, 0.0, -0.1], [-0.2, -0.1, 0.1], [0.1, 0.0, 0.0], [0.0, -0.3, 0.5], [0.0, 0.0, 0.0], [0.0, -0.1, 0.0], [0.1, 0.0, 0.0], [0.0, -0.1, 0.0], [0.0, 0.1, 0.1], [-0.1, 0.0, 0.1], [0.0, 0.0, 0.0], [0.0, 0.2, 0.1], [0.0, 0.0, 0.0], [0.1, 0.1, 0.0], [0.3, -0.6, 0.0], [-0.2, -0.1, -0.5], [0.5, -0.1, 1.1], [0.0, -0.2, -0.3], [-0.1, 0.2, -0.2], [0.0, 0.0, 0.0], [0.0, 0.0, 0.0], [0.0, 0.0, 0.0], [0.0, 0.0, 0.0], [0.0, -0.1, 0.0], [0.1, 0.0, 0.0], [0.0, 0.0, 0.0], [-0.1, 0.0, 0.1], [-0.1, 0.0, 0.0], [0.0, 0.0, 0.1]]
}